1.
The following is a quantum chemistry calculation of C6H9CrINO5 as an isolated structure, from the OMol25 dataset.

## Properties
Orbital gap (spin up / spin down): 7.26 / 8.55 eV
Net charge: -1
2S+1: 5
HOMO (spin up / spin down): -4.574 / -5.871 eV

```
23
C6H9CrINO5 ωB97M-V/def2-TZVPD
Cr -0.573 0.936 1.449
O -0.299 2.315 -0.289
C -0.566 1.501 -1.444
C 0.411 0.341 -1.430
N 0.259 -0.455 -0.222
C 1.526 -0.920 0.336
C 2.208 0.139 1.229
O 3.429 0.118 1.309
O 1.414 0.950 1.822
C -0.778 -1.476 -0.239
C -1.235 -1.822 1.202
O -1.682 -2.941 1.403
O -1.075 -0.892 2.073
H -1.090 2.862 -0.129
H -0.434 2.101 -2.348
H -1.601 1.147 -1.399
H 1.425 0.748 -1.440
H 0.287 -0.260 -2.342
H 2.229 -1.241 -0.440
H 1.329 -1.782 0.976
H -0.463 -2.396 -0.747
H -1.659 -1.089 -0.760
I -3.061 2.114 1.428
```

---

2.
The following is a quantum chemistry calculation of C6H9CrO4 as an isolated structure, from the OMol25 dataset.

## Properties
Orbital gap (spin up / spin down): 8.82 / 8.86 eV
Net charge: +1
2S+1: 5
HOMO (spin up / spin down): -14.085 / -14.175 eV
Energy relative to the best compared isomer or geometry (same formula, charge and spin): 0.141 eV

```
20
C6H9CrO4 ωB97M-V/def2-TZVPD
O 2.027 -0.272 -0.209
Cr 1.183 1.493 0.132
O 3.111 1.590 -0.281
C 3.283 0.331 -0.394
O 4.264 -0.331 -0.630
C 1.860 -1.695 -0.293
C 0.380 -1.994 -0.304
H 2.351 -2.041 -1.212
H 2.365 -2.151 0.569
H -0.126 -1.429 -1.099
H 0.231 -3.065 -0.492
H -0.084 -1.742 0.659
C -2.980 1.056 0.533
C -3.346 2.345 0.626
H -3.560 0.247 0.981
H -2.625 3.021 1.105
H -4.396 2.621 0.708
O -0.633 1.120 0.543
C -1.667 0.687 0.026
H -1.640 0.209 -0.969
```

---

3.
The following is a quantum chemistry calculation of C6H9EuO4 as an isolated structure, from the OMol25 dataset.

## Properties
Orbital gap (spin up / spin down): 4.21 / 4.39 eV
Net charge: +1
2S+1: 8
HOMO (spin up / spin down): -10.095 / -10.096 eV
Energy relative to the best compared isomer or geometry (same formula, charge and spin): 4.500 eV

```
20
C6H9EuO4 ωB97M-V/def2-TZVPD
O -0.302 0.824 3.504
C -1.009 0.812 2.457
O -1.837 -0.125 2.284
O -0.554 1.540 1.450
C 0.424 1.074 0.499
Eu -1.737 -0.838 4.936
H 0.441 0.047 0.896
H 1.134 1.879 0.748
C 0.377 1.853 -1.199
C 0.449 0.588 -1.879
H -0.579 2.388 -1.202
H 1.239 2.505 -1.392
H -0.190 0.458 -2.759
C 0.762 -0.539 -1.124
C 0.148 -1.852 -1.540
O 0.320 -2.804 -0.503
H 1.717 -0.659 -0.602
H 0.641 -2.198 -2.465
H -0.922 -1.717 -1.773
H -0.521 -3.237 -0.337
```

---

4.
The following is a quantum chemistry calculation of a 2-piece molecular cluster, C6H9F overall, from the OMol25 dataset.

## Properties
Orbital gap (spin up / spin down): 8.35 / 7.46 eV
HOMO (spin up / spin down): -8.992 / -7.519 eV
Energy relative to the best compared isomer or geometry (same formula, charge and spin): 4.184 eV

```
16
C6H9F ωB97M-V/def2-TZVPD
C -2.379 -0.887 -0.077
C 0.951 2.344 -1.352
C -1.063 -0.636 -0.280
C 0.707 1.091 -0.981
C 1.639 -1.734 1.855
C -0.559 0.685 -0.439
F -1.506 1.692 -0.389
H -2.757 -1.796 0.263
H -3.054 -0.059 0.151
H 1.921 2.754 -1.601
H 0.162 2.979 -1.467
H -0.482 -1.530 -0.356
H 1.524 0.358 -0.943
H 0.828 -1.971 2.415
H 2.152 -2.539 1.356
H 1.916 -0.751 1.846
```

---

5.
The following is a quantum chemistry calculation of one molecule with the formula C6H9F, from the OMol25 dataset.

## Properties
Orbital gap: 9.23 eV
HOMO: -8.947 eV
Energy relative to the best compared isomer or geometry (same formula, charge and spin): 4.347 eV

```
16
C6H9F ωB97M-V/def2-TZVPD
C -0.196 0.996 0.208
C -2.440 0.252 -0.778
C -1.622 0.310 0.243
C 1.093 0.183 -0.119
C 2.442 0.798 -0.284
C 1.098 -1.226 0.561
F 3.330 -0.083 0.077
H -0.226 1.783 -0.647
H -0.034 1.571 1.219
H -2.051 0.636 -1.738
H -3.479 -0.229 -0.818
H -1.733 -0.380 1.040
H 0.909 -0.012 -1.287
H 1.794 -1.961 0.183
H -0.078 -1.556 0.492
H 1.194 -1.084 1.648
```

---

6.
The following is a quantum chemistry calculation of C6H9F2LuNO5S2 as an isolated structure, from the OMol25 dataset.

## Properties
Orbital gap (spin up / spin down): 6.20 / 6.19 eV
Net charge: +2
2S+1: 2
HOMO (spin up / spin down): -15.668 / -15.675 eV
Energy relative to the best compared isomer or geometry (same formula, charge and spin): 2.154 eV

```
26
C6H9F2LuNO5S2 ωB97M-V/def2-TZVPD
N 3.715 0.529 0.269
S 4.629 0.512 -0.979
O 5.525 -0.651 -0.940
S 2.734 1.870 0.563
O 2.080 1.494 1.908
C 1.210 1.409 -0.635
F 1.099 2.507 -1.412
F 1.628 0.441 -1.474
O -1.586 2.121 1.076
C -2.373 2.035 -0.017
C -2.158 0.826 -0.837
O -1.747 -0.179 -0.152
C -1.952 -1.567 -0.540
C -0.725 -2.342 -0.137
O -0.511 -2.253 1.264
C 0.520 -1.502 1.678
Lu -0.061 1.045 1.651
H -2.252 2.868 -0.755
H -3.469 2.021 0.196
H -2.716 0.638 -1.763
H -2.101 -1.623 -1.624
H -2.850 -1.901 -0.009
H 0.156 -1.945 -0.662
H -0.881 -3.396 -0.398
H 0.728 -1.585 2.746
H 1.359 -1.372 0.982
```

---

7.
The following is a quantum chemistry calculation of one molecule with the formula C6H9F3N2O, from the OMol25 dataset.

## Properties
Orbital gap (spin up / spin down): 5.82 / 8.74 eV
HOMO (spin up / spin down): -6.981 / -8.878 eV
Energy relative to the best compared isomer or geometry (same formula, charge and spin): 0.137 eV

```
21
C6H9F3N2O ωB97M-V/def2-TZVPD
C -0.347 -1.937 -0.186
C -0.317 0.755 -0.347
C 0.937 1.201 0.433
C -0.910 -0.593 0.136
C -1.362 1.868 -0.254
C 2.203 0.525 0.169
N 0.519 -2.033 -1.212
N -1.745 -0.641 1.162
O -0.769 -2.907 0.427
F 2.349 -0.751 0.699
F 2.446 0.332 -1.153
F 3.251 1.207 0.657
H -0.035 0.636 -1.397
H 0.788 1.414 1.483
H -0.952 2.768 -0.702
H -1.597 2.099 0.782
H -2.279 1.604 -0.779
H 0.955 -1.233 -1.634
H 0.950 -2.929 -1.376
H -1.850 -1.555 1.596
H -2.236 0.170 1.496
```

---

8.
The following is a quantum chemistry calculation of an isolated ion of composition C6H9F3N3 and charge +1, from the OMol25 dataset.

## Properties
Orbital gap (spin up / spin down): 7.80 / 7.40 eV
Net charge: +1
HOMO (spin up / spin down): -12.617 / -12.342 eV
Energy relative to the best compared isomer or geometry (same formula, charge and spin): 3.723 eV

```
21
C6H9F3N3 ωB97M-V/def2-TZVPD
C -0.809 1.373 -0.305
C 0.560 1.175 0.087
C -1.786 -0.793 0.263
C 1.270 2.411 0.691
C -0.977 -2.009 0.232
C 2.242 -0.479 -0.250
N 0.981 0.073 -0.315
N -1.708 0.396 -0.361
N -2.318 -2.052 -0.228
F 2.196 -1.764 0.177
F 3.208 0.127 0.398
F 2.675 -0.418 -1.580
H -1.133 2.398 -0.524
H 0.698 3.244 0.575
H 1.436 2.328 1.755
H 2.290 2.505 0.243
H -0.292 -2.133 -0.598
H -0.476 -2.617 1.069
H -2.520 0.818 -0.613
H -2.925 -2.428 0.447
H -2.613 -2.153 -1.163
```

---

Computed total energy (Eh) in order:
-2007.369834 -1579.144481 -1244.859890 -333.702599 -333.696619 -2895.832281 -718.332937 -697.487294